1.
{
  "formula": "C27H32N6NiO3P",
  "method": "wB97M-V/def2-TZVPD",
  "charge": 1,
  "s2": 2.079,
  "e_above_lowest_ev": 1.482,
  "lumo_ev": [-2.429, -3.303],
  "mol_weight_da": 578.259,
  "spin_multiplicity": 3,
  "species": ["Ni", "C", "C", "N", "O", "C", "C", "N", "O", "H", "H", "H", "H", "H", "H", "H", "O", "P", "C", "C", "C", "C", "C", "C", "C", "C", "C", "C", "C", "C", "C", "C", "C", "C", "C", "C", "H", "H", "H", "H", "H", "H", "H", "H", "H", "H", "H", "H", "H", "H", "H", "C", "C", "C", "C", "N", "C", "N", "N", "N", "H", "H", "H", "H", "H", "H", "H", "H", "H", "H"],
  "positions_angstrom": [[14.707, 13.181, 7.352], [18.620, 13.324, 8.204], [17.223, 13.851, 8.060], [16.322, 13.151, 8.696], [16.973, 12.313, 9.617], [16.797, 14.907, 7.191], [17.423, 16.192, 6.913], [15.498, 14.771, 6.792], [15.098, 15.496, 5.816], [19.275, 13.698, 9.060], [19.154, 13.477, 7.290], [18.594, 12.231, 8.394], [16.254, 11.881, 10.103], [16.950, 16.514, 5.973], [18.476, 16.120, 6.912], [17.223, 16.982, 7.650], [13.052, 12.485, 8.151], [12.399, 13.122, 9.360], [10.600, 12.636, 9.366], [9.653, 13.008, 10.338], [8.437, 12.345, 10.334], [8.153, 11.388, 9.395], [9.012, 11.077, 8.379], [10.294, 11.597, 8.464], [13.071, 12.202, 10.796], [13.097, 12.673, 12.154], [13.589, 11.802, 13.130], [14.122, 10.572, 12.716], [14.164, 10.155, 11.381], [13.468, 10.909, 10.494], [12.304, 14.875, 9.639], [13.366, 15.606, 10.132], [13.232, 16.977, 10.459], [12.043, 17.619, 10.023], [11.099, 16.886, 9.299], [11.209, 15.547, 9.078], [9.914, 13.822, 11.065], [7.727, 12.352, 11.176], [7.173, 10.911, 9.382], [8.700, 10.529, 7.492], [11.026, 11.302, 7.673], [12.792, 13.759, 12.422], [13.538, 12.015, 14.175], [14.530, 9.831, 13.432], [14.590, 9.157, 11.087], [13.313, 10.579, 9.469], [14.375, 15.079, 10.380], [14.067, 17.591, 10.864], [11.835, 18.689, 10.197], [10.145, 17.375, 9.065], [10.451, 15.019, 8.549], [15.760, 6.900, 6.301], [14.521, 7.274, 5.444], [13.250, 7.521, 6.269], [14.879, 8.473, 4.430], [14.950, 9.846, 5.003], [14.387, 10.454, 6.012], [14.821, 11.713, 6.119], [15.680, 11.832, 5.062], [15.722, 10.753, 4.369], [15.461, 6.346, 7.183], [16.459, 7.711, 6.681], [16.345, 6.211, 5.695], [14.398, 6.483, 4.712], [12.512, 8.099, 5.665], [13.480, 8.076, 7.173], [12.687, 6.563, 6.522], [14.281, 8.500, 3.538], [15.941, 8.379, 4.003], [13.792, 9.951, 6.768]]
}



2.
{
  "formula": "C6H11NO",
  "method": "wB97M-V/def2-TZVPD",
  "e_above_lowest_ev": 5.940,
  "lumo_ev": -0.421,
  "mol_weight_da": 113.160,
  "species": ["C", "O", "C", "C", "H", "H", "H", "H", "C", "N", "C", "C", "H", "H", "H", "H", "H", "H", "H"],
  "positions_angstrom": [[0.432, 1.097, -2.002], [1.001, 2.154, -1.358], [0.451, -0.225, -1.124], [0.945, -1.342, -1.238], [0.789, 2.038, -0.289], [0.968, 0.866, -2.923], [-0.638, 1.255, -2.217], [1.378, -2.309, -1.301], [-0.338, -0.955, 1.501], [-1.003, -2.167, 1.064], [-0.465, 0.283, 0.602], [0.121, 1.482, 1.039], [-1.994, -2.008, 0.921], [-0.619, -2.509, 0.191], [0.725, -1.166, 1.644], [-0.755, -0.689, 2.476], [-1.477, 0.393, 0.210], [-0.486, 2.378, 1.088], [0.965, 1.420, 1.716]]
}



3.
{
  "formula": "C6H12F3N4O2",
  "method": "wB97M-V/def2-TZVPD",
  "charge": 1,
  "e_above_lowest_ev": 0.561,
  "lumo_ev": -2.743,
  "mol_weight_da": 229.182,
  "species": ["C", "C", "C", "C", "C", "C", "N", "N", "N", "N", "O", "O", "F", "F", "F", "H", "H", "H", "H", "H", "H", "H", "H", "H", "H", "H", "H"],
  "positions_angstrom": [[0.512, 0.026, 1.531], [0.487, -0.623, 0.316], [0.883, 0.736, -3.023], [-0.467, 0.290, 2.495], [-0.615, -0.964, -0.468], [0.953, 1.956, -2.525], [-0.140, 0.952, 3.613], [-1.698, -0.255, 2.546], [-1.961, -0.605, -0.579], [-0.193, -1.892, -1.571], [1.788, 0.541, 1.716], [1.670, -0.315, -2.649], [1.725, -1.014, -0.148], [1.456, 2.261, -1.359], [0.252, 2.994, -2.983], [0.403, 0.626, -4.002], [0.694, 1.570, 3.725], [-0.818, 1.276, 4.288], [-2.046, -0.515, 1.636], [-2.159, -0.221, 3.438], [-2.226, 0.252, -1.035], [-2.712, -0.963, -0.003], [0.610, -1.502, -2.110], [-1.001, -1.977, -2.310], [0.271, -2.724, -1.261], [2.108, 0.099, 2.502], [2.224, -0.008, -1.781]]
}